(1)
The following is a DFT calculation (ωB97M-V/def2-TZVPD) of a 2-piece molecular cluster, C33H55OSi overall.

```
90
Properties=species:S:1:pos:R:3
C 6.48 6.01 6.78
C 5.43 6.65 7.70
C 4.10 5.90 7.69
C 3.08 6.50 8.64
C 1.78 5.76 8.65
C 0.80 6.32 9.68
Si -0.91 5.67 9.55
C -2.02 6.70 10.68
C -2.14 8.15 10.23
C -3.01 8.97 11.14
C -3.16 10.43 10.69
C -4.11 11.26 11.57
C -4.24 12.71 11.07
C -1.56 5.66 7.82
C -3.04 5.23 7.68
C -4.02 6.30 7.19
C -3.72 6.84 5.79
C -4.73 7.87 5.28
C -4.37 8.34 3.86
H -0.81 3.30 9.86
H 7.42 6.55 6.84
H 6.66 4.97 7.08
H 6.14 6.01 5.74
H 5.82 6.68 8.73
H 5.26 7.69 7.39
H 3.70 5.90 6.66
H 4.29 4.85 7.94
H 3.52 6.53 9.64
H 2.93 7.54 8.37
H 1.33 5.80 7.66
H 1.94 4.71 8.88
H 1.17 6.20 10.71
H 0.63 7.39 9.54
H -3.01 6.22 10.72
H -1.60 6.63 11.69
H -1.15 8.61 10.18
H -2.53 8.20 9.22
H -4.01 8.54 11.21
H -2.62 8.98 12.16
H -2.18 10.93 10.68
H -3.55 10.47 9.66
H -5.11 10.79 11.59
H -3.73 11.27 12.61
H -4.92 13.28 11.72
H -3.27 13.22 11.08
H -4.65 12.74 10.05
H -1.38 6.69 7.50
H -0.92 5.00 7.22
H -3.05 4.40 6.97
H -3.43 4.83 8.63
H -5.02 5.85 7.17
H -4.07 7.14 7.90
H -2.71 7.30 5.77
H -3.70 5.99 5.07
H -5.74 7.43 5.27
H -4.75 8.74 5.96
H -5.11 9.06 3.50
H -3.38 8.82 3.85
H -4.34 7.50 3.17
C 3.14 -2.02 7.12
O 3.33 -0.87 7.94
C 2.27 -0.16 8.40
C 2.64 0.91 9.25
C 1.68 1.69 9.86
C 0.31 1.46 9.63
C -0.71 2.32 10.40
C -2.07 1.59 10.55
C -3.12 2.39 10.99
C -4.40 1.87 11.14
C -4.65 0.52 10.86
C -6.05 0.10 11.07
C -3.61 -0.32 10.47
C -2.32 0.21 10.37
C -0.03 0.50 8.64
C 0.91 -0.33 8.05
H 4.15 -2.35 6.88
H 2.62 -2.82 7.65
H 2.60 -1.80 6.20
H 3.70 1.12 9.48
H 1.91 2.46 10.60
H -0.31 2.45 11.38
H -2.88 3.44 11.23
H -5.21 2.56 11.45
H -6.32 -0.82 10.56
H -6.31 -0.07 12.13
H -6.76 0.86 10.74
H -3.84 -1.39 10.29
H -1.55 -0.54 10.11
H -1.07 0.26 8.36
H 0.66 -1.14 7.35
```

Properties
Calculated total energy, eV: -45031.5098
Maximum force, eV/A: 2.94
Total charge: +1
E_HOMO, hartree: -0.39070

(2)
The following is a DFT calculation (ωB97M-V/def2-TZVPD) of C6H18F4K3N2O16P2S4 as an isolated structure.

```
55
Properties=species:S:1:pos:R:3
K 0.55 -1.34 -2.22
K 0.02 -2.99 1.07
K 4.08 3.24 -1.00
N -6.38 -0.38 -2.21
S -5.92 -1.67 -1.28
O -5.04 -1.39 -0.15
O -5.97 -2.95 -1.95
F -7.32 -1.70 -0.43
S -5.10 -0.29 -3.05
O -4.91 -1.25 -4.13
O -3.93 0.08 -2.28
F -5.54 0.98 -3.90
N 0.31 -0.48 0.19
S 1.64 0.34 0.84
O 1.66 0.52 2.26
O 2.26 1.30 -0.05
F 2.61 -0.95 0.67
S -0.67 0.68 0.40
O -0.45 1.95 -0.23
O -1.29 0.68 1.70
F -1.85 0.14 -0.51
C -3.48 1.64 -6.40
O -3.16 0.52 -5.55
P -1.64 0.41 -5.09
O -1.42 -0.71 -4.14
O -0.87 0.22 -6.51
C -1.35 -0.79 -7.39
O -1.21 1.91 -4.66
C -1.06 2.27 -3.29
H -3.49 2.60 -5.87
H -4.54 1.55 -6.65
H -2.92 1.57 -7.32
H -1.36 -1.82 -7.05
H -0.63 -0.64 -8.21
H -2.31 -0.59 -7.87
H -0.14 2.82 -3.10
H -1.11 1.38 -2.66
H -1.90 2.93 -3.07
C 5.93 -1.72 8.46
O 5.25 -0.67 7.77
P 4.22 -1.10 6.60
O 4.02 -2.55 6.46
O 2.88 -0.28 6.94
C 2.88 1.10 7.09
O 4.81 -0.34 5.32
C 4.27 -0.74 4.07
H 5.56 -2.00 9.45
H 6.94 -1.37 8.69
H 6.07 -2.58 7.81
H 2.77 1.51 8.10
H 2.05 1.61 6.60
H 3.75 1.63 6.69
H 3.81 0.16 3.64
H 3.58 -1.58 4.10
H 5.04 -0.89 3.31
```

Properties
ΔE to the lowest compared entry with this formula, charge and spin, kcal/mol: 0.0
Calculated total energy, eV: -164014.3449
Maximum force, eV/A: 10.40
Total charge: +1
E_HOMO, hartree: -0.36689

(3)
The following is a DFT calculation (ωB97M-V/def2-TZVPD) of C4H12ClN2OP as an isolated structure.

```
21
Properties=species:S:1:pos:R:3
C -1.42 1.84 -0.27
C -0.03 -2.40 0.78
C -1.26 0.34 0.08
C -0.21 -1.73 -0.58
N 2.12 1.83 -0.65
N -0.20 -0.27 -0.60
O 1.70 0.99 1.79
P 1.69 0.60 0.36
Cl 2.94 -0.80 -0.22
H -2.32 2.15 0.11
H -0.69 2.33 0.30
H -1.50 2.09 -1.28
H -0.50 -3.29 0.81
H 0.97 -2.60 0.99
H -0.57 -1.77 1.62
H -1.30 0.30 1.13
H -2.16 -0.02 -0.30
H 0.52 -2.16 -1.28
H -1.16 -2.02 -0.95
H 1.78 2.76 -0.27
H 1.60 1.84 -1.56
```

Properties
ΔE to the lowest compared entry with this formula, charge and spin, kcal/mol: 10.1
Calculated total energy, eV: -31181.2620
Maximum force, eV/A: 4.45
Total charge: 0
E_HOMO (alpha / beta), hartree: -0.32147 / -0.32145

(4)
The following is a DFT calculation (ωB97M-V/def2-TZVPD) of one molecule with the formula C5H9O3.

```
17
Properties=species:S:1:pos:R:3
O 1.69 -2.45 -0.37
O 2.11 -3.46 0.34
C -2.13 0.41 -0.06
C -0.64 0.26 -0.02
C -0.03 -0.86 0.40
C 1.42 -1.20 0.37
C 0.15 1.42 -0.62
O 0.23 2.31 0.50
H -2.40 1.41 -0.41
H -2.56 -0.36 -0.71
H -2.54 0.31 0.94
H -0.64 -1.73 0.68
H 1.71 -1.46 1.38
H 2.11 -0.52 -0.16
H 1.10 1.03 -1.02
H -0.38 1.85 -1.51
H 0.80 3.05 0.27
```

Properties
ΔE to the lowest compared entry with this formula, charge and spin, kcal/mol: 78.4
Calculated total energy, eV: -11464.0721
Maximum force, eV/A: 9.68
Total charge: 0
2S+1: 4
E_HOMO (alpha / beta), hartree: -0.20539 / -0.36737

(5)
The following is a DFT calculation (ωB97M-V/def2-TZVPD) of a 2-piece molecular cluster, C4H11NOP overall.

```
18
Properties=species:S:1:pos:R:3
C 0.79 0.78 0.80
C -0.18 0.06 1.76
C 0.99 -0.59 0.05
C -1.07 -2.18 0.75
N 0.12 -1.30 1.13
O -1.31 -2.29 -0.40
P -0.29 1.89 -2.52
H 0.44 1.49 0.00
H 1.63 1.30 1.27
H 0.12 -0.07 2.78
H -1.32 0.16 1.64
H 0.55 -0.88 -0.94
H 1.99 -0.85 0.01
H -1.60 -2.58 1.51
H 0.91 -1.69 1.62
H -0.29 1.17 -3.69
H -1.58 2.47 -2.74
H 0.09 3.11 -3.04
```

Properties
ΔE to the lowest compared entry with this formula, charge and spin, kcal/mol: 63.2
Calculated total energy, eV: -17142.6976
Maximum force, eV/A: 4.60
Total charge: +1
E_HOMO, hartree: -0.48854

(6)
The following is a DFT calculation (ωB97M-V/def2-TZVPD) of C4H8N2O as an isolated structure.

```
15
Properties=species:S:1:pos:R:3
C -1.47 -1.59 0.00
C -1.46 -0.13 0.41
O -0.38 0.07 1.40
C 0.24 0.79 0.41
N 1.56 1.16 0.45
C -0.72 0.80 -0.51
N 2.23 0.77 -0.73
H -0.45 -1.88 -0.28
H -2.13 -1.74 -0.86
H -1.82 -2.23 0.82
H -2.42 0.22 0.81
H 2.02 0.98 1.33
H -0.79 1.10 -1.55
H 2.65 1.58 -1.16
H 2.95 0.08 -0.54
```

Properties
ΔE to the lowest compared entry with this formula, charge and spin, kcal/mol: 86.7
Calculated total energy, eV: -9302.6345
Maximum force, eV/A: 0.53
Total charge: 0
E_HOMO, hartree: -0.29409

(7)
The following is a DFT calculation (ωB97M-V/def2-TZVPD) of a 2-piece molecular cluster, C2H8NO2 overall.

```
13
Properties=species:S:1:pos:R:3
C 0.93 -2.17 1.13
O 0.06 -1.78 0.00
H 0.44 -1.94 2.10
H 1.92 -1.74 1.01
H 1.06 -3.23 1.05
N -0.81 1.96 -1.49
C 0.11 1.52 -0.30
O -0.34 0.67 0.60
H -1.71 2.31 -1.18
H -1.10 1.02 -1.89
H 0.21 2.56 0.09
H 1.01 0.92 -0.87
H -0.11 -0.79 0.35
```

Properties
ΔE to the lowest compared entry with this formula, charge and spin, kcal/mol: 26.1
Calculated total energy, eV: -7788.0534
Maximum force, eV/A: 2.91
Total charge: -1
E_HOMO, hartree: -0.12632

(8)
The following is a DFT calculation (ωB97M-V/def2-TZVPD) of C12H28AlO7 as an isolated structure.

```
48
Properties=species:S:1:pos:R:3
C 5.50 -0.10 -0.45
O 5.75 1.31 -0.80
C 4.64 2.19 -0.40
C 3.24 1.58 -1.01
C 2.07 2.72 -1.28
C 0.70 1.87 -1.71
C -0.18 1.43 -0.38
Al -0.38 -0.65 -0.25
H 6.56 -0.65 -0.45
H 5.06 -0.27 0.62
H 4.85 -0.69 -1.25
H 4.91 3.27 -0.83
H 4.56 2.34 0.78
H 3.52 1.16 -2.10
H 2.74 0.75 -0.33
H 2.36 3.43 -2.20
H 1.86 3.42 -0.36
H 1.07 0.85 -2.20
H 0.08 2.41 -2.54
H -1.27 1.90 -0.45
H 0.28 1.83 0.62
H -0.66 -1.13 -1.75
H 0.98 -1.32 0.26
H -1.64 -1.08 0.65
C -6.92 -1.73 -3.28
O -5.63 -1.20 -2.96
C -4.84 -0.99 -4.04
O -5.14 -1.20 -5.21
O -3.65 -0.49 -3.61
C -2.71 -0.22 -4.64
H -7.47 -1.86 -2.34
H -7.48 -1.03 -3.91
H -6.83 -2.70 -3.76
H -3.10 0.54 -5.33
H -2.46 -1.14 -5.18
H -1.80 0.17 -4.18
C -1.62 -1.62 7.03
O -1.22 -1.24 5.72
C 0.13 -1.23 5.53
O 0.97 -1.51 6.36
O 0.37 -0.85 4.25
C 1.75 -0.80 3.90
H -2.72 -1.60 7.07
H -1.30 -2.65 7.25
H -1.24 -0.92 7.77
H 2.21 -1.78 4.00
H 2.27 -0.06 4.52
H 1.83 -0.48 2.86
```

Properties
Calculated total energy, eV: -33824.6538
Maximum force, eV/A: 2.66
Total charge: -1
E_HOMO, hartree: -0.16943

(9)
The following is a DFT calculation (ωB97M-V/def2-TZVPD) of C21H34AlNO18PS as an isolated structure.

```
77
Properties=species:S:1:pos:R:3
O 7.16 -0.80 -0.45
P 7.36 -0.18 -1.79
O 7.70 -1.41 -2.85
O 8.69 0.82 -1.73
Al 5.48 1.09 -2.55
N 4.04 0.63 -1.29
C 3.70 -0.50 -1.42
S 3.14 -1.97 -1.82
H 8.53 -1.25 -3.32
H 9.49 0.27 -1.80
H 5.77 2.62 -2.60
H 4.99 0.52 -3.96
C 3.79 8.01 -4.24
C 3.89 6.51 -4.17
C 4.16 5.95 -2.80
O 4.79 4.70 -3.10
C 5.42 4.85 -4.30
O 6.20 4.09 -4.77
O 5.03 6.02 -4.89
H 3.65 8.34 -5.27
H 2.95 8.36 -3.65
H 4.71 8.48 -3.87
H 3.00 6.05 -4.61
H 3.26 5.80 -2.22
H 4.86 6.56 -2.22
C 0.17 -1.38 0.12
C -1.09 -2.12 0.45
C -1.49 -3.18 -0.54
O -2.91 -3.26 -0.34
C -3.32 -2.04 0.08
O -4.46 -1.70 0.16
O -2.26 -1.26 0.40
H 0.36 -0.59 0.85
H 1.03 -2.06 0.12
H 0.10 -0.90 -0.86
H -1.04 -2.54 1.46
H -1.02 -4.14 -0.35
H -1.30 -2.89 -1.58
C -6.57 -2.35 2.32
C -7.84 -1.96 3.03
C -8.11 -0.48 3.10
O -8.93 -0.38 4.27
C -8.58 -1.41 5.09
O -8.93 -1.51 6.22
O -7.79 -2.29 4.44
H -6.42 -3.43 2.37
H -6.61 -2.05 1.27
H -5.70 -1.88 2.78
H -8.69 -2.50 2.61
H -8.64 -0.10 2.22
H -7.20 0.11 3.26
C -6.38 -6.48 -0.03
C -5.26 -7.11 0.75
C -5.08 -6.59 2.15
O -3.69 -6.85 2.39
C -3.07 -6.82 1.18
O -1.89 -6.81 1.03
O -3.98 -6.80 0.17
H -6.40 -6.86 -1.05
H -7.34 -6.69 0.44
H -6.24 -5.40 -0.10
H -5.36 -8.20 0.74
H -5.70 -7.10 2.88
H -5.24 -5.51 2.22
C 4.49 2.77 2.57
C 4.28 3.66 1.37
C 4.19 5.13 1.69
O 3.40 5.64 0.60
C 2.61 4.61 0.20
O 1.70 4.73 -0.56
O 2.98 3.45 0.78
H 4.48 1.72 2.27
H 5.46 2.98 3.03
H 3.70 2.91 3.31
H 5.03 3.45 0.61
H 5.17 5.62 1.72
H 3.66 5.33 2.62
```

Properties
ΔE to the lowest compared entry with this formula, charge and spin, kcal/mol: 0.0
Calculated total energy, eV: -87401.3998
Maximum force, eV/A: 1.33
Total charge: -1
E_HOMO, hartree: -0.20256

(10)
The following is a DFT calculation (ωB97M-V/def2-TZVPD) of one molecule with the formula C5H8N2.

```
15
Properties=species:S:1:pos:R:3
C 0.13 -0.98 -1.63
N 0.29 0.04 -0.62
C 0.37 1.35 -0.80
N 0.66 2.08 0.27
C 0.90 1.24 1.33
C -0.86 -0.15 1.62
C 0.49 -0.13 0.82
H -0.84 -1.48 -1.54
H 0.21 -0.53 -2.62
H 0.93 -1.74 -1.55
H 0.18 1.77 -1.79
H -1.25 0.86 1.81
H -1.61 -0.71 1.06
H -0.68 -0.60 2.60
H 1.08 -1.02 1.05
```

Properties
ΔE to the lowest compared entry with this formula, charge and spin, kcal/mol: 76.9
Calculated total energy, eV: -8291.6616
Maximum force, eV/A: 0.48
Total charge: 0
E_HOMO, hartree: -0.28267

(11)
The following is a DFT calculation (ωB97M-V/def2-TZVPD) of a 2-piece molecular cluster, C2H4Cl3OPS overall.

```
12
Properties=species:S:1:pos:R:3
C 1.91 -1.44 -0.74
C -0.13 1.70 0.75
O -1.88 -1.67 -1.08
P -0.35 0.79 -0.85
S -1.77 -0.67 -0.05
Cl 1.97 -1.84 0.88
Cl -0.25 0.68 2.22
Cl -3.44 0.63 -0.24
H 2.67 -0.80 -1.13
H 1.28 -2.04 -1.37
H 0.86 2.16 0.76
H -0.88 2.49 0.84
```

Properties
ΔE to the lowest compared entry with this formula, charge and spin, kcal/mol: 26.0
Calculated total energy, eV: -61874.2550
Maximum force, eV/A: 1.13
Total charge: 0
E_HOMO (alpha / beta), hartree: -0.31889 / -0.33132

(12)
The following is a DFT calculation (ωB97M-V/def2-TZVPD) of one molecule with the formula C3H9NO2.

```
15
Properties=species:S:1:pos:R:3
C -0.78 0.79 0.56
C -1.25 -0.67 0.60
O -1.98 -0.92 -0.60
N 0.24 0.98 -0.42
C 1.62 0.65 -0.27
O 2.01 -0.69 -0.01
H -0.61 1.19 1.56
H -1.72 1.28 0.27
H -0.38 -1.32 0.74
H -1.97 -0.91 1.40
H -1.92 -1.84 -0.84
H 0.05 1.66 -1.14
H 2.13 1.35 0.39
H 2.07 0.95 -1.22
H 2.00 -0.77 0.96
```

Properties
ΔE to the lowest compared entry with this formula, charge and spin, kcal/mol: 50.2
Calculated total energy, eV: -8840.7782
Maximum force, eV/A: 1.85
Total charge: 0
Structure (SMILES): OCCNCO
E_HOMO, hartree: -0.31884